1.
{"formula": "C4H3OPb", "method": "ωB97M-V/def2-TZVPD", "total_charge": 1, "homo_energy_ev": [-14.1, -11.5], "relative_energy_kcal_mol": 5.40, "spin_multiplicity": 1, "symbols": ["C", "C", "H", "H", "C", "C", "O", "Pb", "H"], "positions_angstrom": [[1.824007, -0.355731, -0.105992], [1.060379, 0.692804, -0.380808], [1.396592, -1.004555, 0.684340], [1.257004, 1.481681, -1.119376], [-0.421400, 1.054525, 0.344391], [-1.124697, 0.005385, 0.568251], [-1.579503, -1.110827, 0.436790], [-1.585031, -2.826468, -0.701169], [-0.827351, 2.063186, 0.273572]], "forces_ev_per_a": [[-3.19, 1.06, 1.24], [-0.71, 0.76, 0.12], [1.47, -0.53, -0.42], [-0.02, -0.38, 0.33], [1.80, -0.27, -1.17], [0.11, -1.22, -1.21], [0.28, 3.60, 2.50], [-0.14, -2.80, -1.78], [0.39, -0.22, 0.38]]}

2.
{"formula": "C4H3PS", "method": "ωB97M-V/def2-TZVPD", "smiles": "C1#[PH]CC#S#C1", "homo_energy_ev": -8.6, "relative_energy_kcal_mol": 56.49, "spin_multiplicity": 1, "symbols": ["C", "C", "C", "C", "P", "S", "H", "H", "H"], "positions_angstrom": [[0.791827, -1.565408, -0.065886], [1.747395, -0.796295, -0.182956], [-0.820733, 0.626670, -0.323856], [0.376214, 1.346830, 0.004675], [-0.951044, -1.332400, 0.103304], [1.922092, 0.882445, 0.231317], [-1.603336, 0.964089, 0.205397], [-0.964370, 0.846210, -1.344713], [-0.498048, -0.972143, 1.372715]], "forces_ev_per_a": [[0.65, 0.52, -0.88], [0.11, -1.14, 0.32], [3.28, -2.15, -0.62], [0.99, 0.71, 0.91], [0.67, 0.64, -0.27], [-1.44, 0.06, -0.76], [-2.99, 1.53, 1.84], [-0.48, -0.02, -1.56], [-0.79, -0.15, 1.03]]}

3.
{"formula": "C4H3S2", "method": "ωB97M-V/def2-TZVPD", "total_charge": -1, "s_squared": 2.0351, "homo_energy_ev": [-3.0, -3.1], "relative_energy_kcal_mol": 12.74, "spin_multiplicity": 3, "symbols": ["C", "C", "C", "C", "S", "S", "H", "H", "H"], "positions_angstrom": [[0.048770, 0.245105, -0.088980], [2.525239, -0.244549, -0.210628], [1.273810, -0.184385, -0.254173], [-1.301528, -0.389956, 0.119451], [4.070013, -0.652166, -0.008092], [-1.395172, 2.650936, -0.130587], [-1.516909, -1.548427, 0.135010], [-1.968594, 0.209766, -0.699044], [-1.735627, -0.086322, 1.137047]], "forces_ev_per_a": [[-0.51, -1.13, 0.23], [2.35, -0.76, 0.37], [-2.54, 0.81, 0.14], [-1.87, 0.49, -0.33], [-0.61, 0.32, -0.27], [0.22, -0.03, -0.01], [1.01, 1.92, -0.62], [1.18, -1.73, 1.95], [0.76, 0.11, -1.46]]}

4.
{"formula": "C4H4", "method": "ωB97M-V/def2-TZVPD", "s_squared": 2.0094, "homo_energy_ev": [-6.0, -10.5], "relative_energy_kcal_mol": 43.15, "spin_multiplicity": 3, "symbols": ["C", "C", "C", "C", "H", "H", "H", "H"], "positions_angstrom": [[0.022886, -0.293130, 0.815612], [-1.175114, -0.359664, -0.087097], [1.273662, -0.435779, -0.115254], [-0.037399, 0.063306, -0.722269], [0.227694, 0.374469, 1.688683], [-2.244624, -0.694974, -0.274313], [1.978604, 0.264820, -0.006444], [-0.045710, 1.080954, -1.298921]], "forces_ev_per_a": [[1.64, 0.75, 1.34], [-1.82, -2.61, 0.69], [-7.35, -3.04, -0.27], [3.16, 4.13, -2.81], [-0.91, -0.11, -0.95], [1.98, 0.19, 0.62], [3.10, 2.14, 0.19], [0.20, -1.44, 1.18]]}